Density functional theory data (ωB97M-V/def2-TZVPD) for a cluster of 2 separate species, C21H17Cl3F9O4PS in total.

Results
**HOMO energy**: -9.27 eV
**E**: -112391.217 eV
**Maximum force**: 0.025 Eh/bohr
**Orbital gap**: 0.306 hartree
**LUMO level**: -0.0351 Eh

```
! RIJCOSX wB97M-V def2-TZVPD def2/J DEFGRID3
* xyz 0 1
O -2.47 1.00 3.79
C -1.74 0.73 2.87
C -0.74 -0.38 2.90
C -1.02 -1.64 3.39
C -0.03 -2.61 3.31
C 1.23 -2.32 2.81
C 1.54 -1.05 2.33
C 0.52 -0.11 2.37
C 0.74 1.26 1.79
O 1.78 1.87 1.92
C -0.45 1.79 1.04
C -0.31 2.48 -0.17
C 1.02 2.74 -0.82
C 1.74 1.45 -1.23
C 0.99 0.71 -2.37
C 0.30 -0.53 -1.77
C -0.84 -1.11 -2.61
F -1.93 -1.21 -1.77
F -1.25 -0.29 -3.60
C -0.67 -2.57 -3.13
F -1.80 -2.91 -3.76
F -0.56 -3.38 -2.07
S 0.78 -2.92 -4.28
F -0.16 -2.92 -5.56
F 1.08 -1.39 -4.51
F 1.77 -2.99 -3.04
F 0.49 -4.48 -4.12
F 2.01 -3.27 -5.22
C -1.49 2.89 -0.79
C -2.74 2.63 -0.24
P -4.22 3.20 -1.20
O -4.58 1.80 -2.01
O -5.40 3.31 -0.08
C -2.86 1.94 0.96
C -1.71 1.52 1.60
H -2.00 -1.87 3.79
H -0.23 -3.61 3.65
H 2.00 -3.08 2.78
H 2.49 -0.77 1.91
H 0.82 3.29 -1.74
H 1.64 3.39 -0.21
H 2.74 1.73 -1.58
H 1.92 0.76 -0.40
H 0.26 1.41 -2.77
H 1.74 0.44 -3.11
H -0.14 -0.20 -0.84
H 1.05 -1.28 -1.51
H -1.45 3.41 -1.74
H -3.94 1.11 -1.78
H -5.43 2.53 0.49
H -3.82 1.70 1.40
Cl 6.34 -0.88 4.94
C 4.64 -0.44 5.10
Cl 4.35 1.19 4.52
Cl 3.60 -1.58 4.23
H 4.38 -0.48 6.15
*
```



Density functional theory data (ωB97M-V/def2-TZVPD) for the molecule C21H17Cl3N4.

Results
**HOMO energy**: -8.65 eV
**E**: -65577.808 eV
**ΔE to the lowest compared entry with this formula, charge and spin**: 64.87 kcal per mole
**Maximum force**: 0.122 Eh/bohr
**Orbital gap**: 0.309 hartree
**LUMO level**: -0.0085 Eh

```
! RIJCOSX wB97M-V def2-TZVPD def2/J DEFGRID3
* xyz 0 1
Cl 5.22 -5.36 -0.22
C 3.80 -4.26 -0.55
C 2.51 -4.79 -0.58
C 1.48 -3.91 -1.10
C 1.65 -2.55 -1.38
C 0.48 -1.70 -1.86
N 0.47 -1.00 -3.12
C -0.63 -0.40 -3.13
N -1.28 0.40 -4.09
C -2.42 1.11 -3.91
C -3.08 0.83 -2.63
C -2.57 0.09 -1.61
N -1.31 -0.50 -1.91
C -0.57 -1.37 -1.12
C -0.75 -1.65 0.38
N 0.41 -1.04 1.10
C 0.64 0.37 1.39
C -0.64 0.80 2.14
C -0.70 2.30 2.28
C -0.65 2.83 3.61
C -0.84 4.22 3.81
C -1.00 5.05 2.65
Cl -1.30 6.78 2.94
C -1.17 4.51 1.43
Cl -1.27 5.50 0.09
C -1.13 3.14 1.27
C 2.98 -2.17 -1.45
C 4.07 -3.01 -1.11
H 2.31 -5.86 -0.40
H 0.48 -4.27 -1.33
H -2.76 1.93 -4.63
H -4.01 1.39 -2.44
H -2.89 -0.16 -0.55
H -0.80 -2.70 0.65
H -1.68 -1.09 0.67
H 1.28 -1.46 0.63
H 0.75 0.88 0.43
H 1.60 0.47 1.97
H -0.64 0.33 3.17
H -1.60 0.59 1.67
H -0.54 2.39 4.61
H -0.88 4.61 4.82
H -1.23 2.66 0.31
H 3.16 -1.22 -1.86
H 5.06 -2.74 -1.08
*
```



Density functional theory data (ωB97M-V/def2-TZVPD) for a structure of composition C21H17ClF10IrN3O5SSb.

Results
**HOMO energy (alpha / beta)**: -7.48 / -9.96 eV
**E**: -96670.327 eV
**ΔE to the lowest compared entry with this formula, charge and spin**: 41.98 kcal per mole
**Maximum force**: 0.025 Eh/bohr
**Orbital gap (alpha / beta)**: 0.181 / 0.272 hartree
**LUMO level (alpha / beta)**: -0.0942 / -0.0942 Eh
**Expectation value of S²**: 0.789

```
! RIJCOSX wB97M-V def2-TZVPD def2/J DEFGRID3
* xyz 0 2
Ir -1.06 0.01 -1.22
C -0.77 1.50 4.11
C -1.64 2.42 3.55
C -1.82 2.46 2.18
C -1.12 1.55 1.39
C -0.26 0.61 1.94
C -0.07 0.60 3.31
N -1.27 1.58 -0.03
N -1.56 2.69 -0.53
C -1.81 2.61 -1.90
C -2.21 3.72 -2.62
C -2.54 3.54 -3.95
C -2.48 2.27 -4.50
C -2.04 1.21 -3.74
N -1.72 1.39 -2.46
H -0.63 1.48 5.19
H -2.19 3.11 4.18
H -2.49 3.17 1.72
H 0.30 -0.07 1.31
H 0.62 -0.11 3.75
H -2.26 4.68 -2.13
H -2.86 4.39 -4.55
H -2.74 2.09 -5.54
H -1.95 0.20 -4.12
F 4.64 -0.43 5.77
C 4.17 -0.39 4.51
C 4.14 0.82 3.85
C 3.65 0.86 2.56
C 3.20 -0.31 1.91
C 2.68 -0.28 0.60
C 3.25 -1.53 2.63
C 3.74 -1.57 3.92
H 4.49 1.71 4.35
H 3.61 1.80 2.03
H 2.30 -1.18 0.14
H 2.59 0.65 0.07
H 2.90 -2.44 2.16
H 3.78 -2.50 4.49
Cl 2.64 -1.48 -3.38
C 2.69 0.24 -2.91
C 1.25 0.72 -2.81
O 0.66 1.19 -3.75
O 0.79 0.58 -1.57
H 3.22 0.79 -3.68
H 3.21 0.31 -1.96
F -0.71 -1.60 -2.38
Sb -2.45 -2.87 -2.95
F -0.90 -3.82 -3.39
F -2.38 -1.72 -4.47
F -3.32 -4.04 -4.15
F -3.03 -1.14 -2.14
F -3.94 -3.38 -1.90
F -2.91 -3.56 1.65
C -1.60 -3.64 1.63
F -1.23 -4.92 1.69
F -1.09 -3.00 2.68
S -0.92 -2.89 0.09
O -1.64 -3.60 -0.97
O 0.50 -3.03 0.14
O -1.42 -1.49 0.22
*
```